Arrangement a

2 unconnected molecules or ions with the total composition CH4FN2. Source: the Open Molecules 2025 dataset; level of theory: ωB97M-V/def2-TZVPD.

* frontier orbital gap: 0.4162 Ha
* LUMO level: -6.3 eV
* highest occupied orbital energy: -17.5956 eV

Structure (ORCA input):
```
! RIJCOSX wB97M-V def2-TZVPD def2/J DEFGRID3
* xyz 1 1
N -0.360 1.162 0.027
C 0.109 -0.056 0.046
F 2.010 -0.020 0.054
H -1.206 -1.538 -0.370
N -0.252 -1.222 0.021
H 0.592 -1.787 0.229
H 0.305 1.904 -0.428
H -1.198 1.559 0.421
*
```

Arrangement b

2 unconnected molecules or ions with the total composition CH4FN2. Source: the Open Molecules 2025 dataset; level of theory: ωB97M-V/def2-TZVPD.

* frontier orbital gap: 0.4786 Ha
* LUMO level: -4.2 eV
* highest occupied orbital energy: -17.2686 eV

Structure (ORCA input):
```
! RIJCOSX wB97M-V def2-TZVPD def2/J DEFGRID3
* xyz 1 1
H -0.711 0.573 0.825
N 1.570 -0.194 -0.991
N 0.306 0.672 0.866
F -2.061 -0.523 -0.284
H 2.034 -0.893 -1.538
C 0.989 0.149 -0.044
H -2.852 -0.996 -0.452
H 0.724 1.212 1.618
*
```

The structure with the most favorable energy is arrangement b; the runner-up is 0.0809 hartree above it.